Record 1
Formula: C6H8Cl2SSi
Source: OMol25
Level of theory: ωB97M-V with the def2-TZVPD basis set

The geometry in ORCA input format:
```
! RIJCOSX wB97M-V def2-TZVPD def2/J DEFGRID3
* xyz 0 1
Cl 3.16 -2.91 0.53
Si 1.51 -2.13 -0.33
C 1.63 -0.26 -0.24
C 2.21 0.54 0.70
C 2.10 1.92 0.42
C 1.42 2.16 -0.73
S 0.91 0.71 -1.49
H 0.35 -2.60 0.42
H 1.45 -2.53 -1.73
H 2.72 0.15 1.56
H 2.50 2.69 1.05
H 1.20 3.10 -1.19
C -2.88 0.06 0.46
C -4.06 -0.14 -0.10
Cl -4.82 -1.68 -0.16
H -2.32 -0.73 0.93
H -2.45 1.04 0.47
H -4.64 0.63 -0.58
*
```

HOMO energy   -9.32 eV
Largest force on an atom   1.15 eV/Å
Kohn-Sham gap   0.3665 hartree
Molar mass   211.189 u
LUMO   0.656 eV
Energy above the lowest of the compared OMol25 structures with the same formula, charge and spin   51.6 kcal/mol
SMILES   Cl[SiH2]c1cccs1.C=CCl

These are the Mulliken partial charges, in e, on atoms 1 to 4:
1 Cl -0.25
2 Si 0.50
3 C 0.20
4 C -0.30

***

Record 2
Formula: C2H2N2O
Source: OMol25
Level of theory: ωB97M-V with the def2-TZVPD basis set

The geometry in ORCA input format:
```
! RIJCOSX wB97M-V def2-TZVPD def2/J DEFGRID3
* xyz 0 3
C -0.96 0.66 0.04
C -0.43 -0.56 0.02
N 0.85 1.17 0.00
N 0.98 -0.11 0.00
O 2.03 -0.76 0.03
H -1.82 1.25 -0.06
H -0.65 -1.64 -0.03
*
```

HOMO energy (spin up / spin down)   -7.62 / -10.59 eV
Largest force on an atom   8.24 eV/Å
Kohn-Sham gap (spin up / spin down)   0.2952 / 0.3069 hartree
Molar mass   70.051 u
LUMO (spin up / spin down)   0.412 / -2.242 eV
Energy above the lowest of the compared OMol25 structures with the same formula, charge and spin   111.6 kcal/mol
⟨S²⟩   2.017

These are the Mulliken partial charges, in e, on atoms 1 to 4:
1 C -0.36
2 C -0.19
3 N -0.50
4 N 0.86

***

Record 3
Formula: C9H20N4O2
Source: OMol25
Level of theory: ωB97M-V with the def2-TZVPD basis set

The geometry in ORCA input format:
```
! RIJCOSX wB97M-V def2-TZVPD def2/J DEFGRID3
* xyz 2 1
C -4.49 -0.24 -0.24
N -3.59 0.81 -0.45
N -2.41 0.50 0.22
C -1.73 -0.66 -0.35
N -0.48 -0.74 0.38
C 0.13 -2.04 0.28
C 1.57 -2.10 0.88
C 2.48 -0.99 0.21
C 1.92 0.33 0.40
C 2.65 1.39 -0.50
C 4.05 1.61 -0.14
O 2.00 1.88 -1.37
N 0.39 0.38 -0.06
C -0.25 1.65 0.32
O -1.53 1.63 -0.20
H -4.66 -0.55 0.75
H -5.58 0.00 -0.46
H -4.11 -1.06 -0.88
H -3.35 1.11 -1.46
H -3.89 1.76 -0.23
H -1.60 -0.66 -1.46
H -2.33 -1.58 -0.05
H 0.19 -2.44 -0.72
H -0.58 -2.71 0.85
H 1.89 -3.23 0.67
H 1.54 -1.96 1.93
H 3.52 -1.11 0.73
H 2.81 -1.14 -0.82
H 1.83 0.48 1.42
H 4.01 2.44 0.58
H 4.73 1.92 -0.93
H 4.50 0.72 0.42
H 0.41 0.37 -1.06
H -0.32 1.76 1.46
H 0.29 2.48 -0.15
*
```

HOMO energy   -17.01 eV
Largest force on an atom   5.11 eV/Å
Kohn-Sham gap   0.3995 hartree
Molar mass   216.285 u
LUMO   -6.136 eV
Energy above the lowest of the compared OMol25 structures with the same formula, charge and spin   82.7 kcal/mol
SMILES   C[NH2+]N1CN2CCC[C@@H](C(C)=O)[N@@H+]2CO1

These are the Mulliken partial charges, in e, on atoms 1 to 4:
1 C -0.76
2 N -0.16
3 N 0.04
4 C -0.97

***

Record 4
Formula: C4H7NO2
Source: OMol25
Level of theory: ωB97M-V with the def2-TZVPD basis set

The geometry in ORCA input format:
```
! RIJCOSX wB97M-V def2-TZVPD def2/J DEFGRID3
* xyz 0 1
C 1.28 0.46 2.02
O 1.27 -0.09 0.67
N -0.08 0.17 0.07
C -0.05 0.38 -1.48
C -1.33 -0.38 -1.51
C -0.95 -0.89 -0.09
O -1.27 -1.77 0.68
H 1.49 1.61 1.85
H 0.43 0.28 2.70
H 2.19 0.05 2.53
H 0.88 -0.18 -1.85
H -0.06 1.34 -1.84
H -1.62 -1.21 -2.35
H -2.18 0.24 -1.40
*
```

HOMO energy   -9.75 eV
Largest force on an atom   4.27 eV/Å
Kohn-Sham gap   0.3915 hartree
Molar mass   101.105 u
LUMO   0.905 eV
Energy above the lowest of the compared OMol25 structures with the same formula, charge and spin   95.3 kcal/mol
SMILES   CON1CCC1=O

These are the Mulliken partial charges, in e, on atoms 1 to 4:
1 C -0.47
2 O -0.25
3 N -0.03
4 C -0.46

***

Record 5
Formula: C5H13NO2
Source: OMol25
Level of theory: ωB97M-V with the def2-TZVPD basis set

The geometry in ORCA input format:
```
! RIJCOSX wB97M-V def2-TZVPD def2/J DEFGRID3
* xyz 1 2
C -2.56 1.90 0.77
C -1.07 1.81 0.39
N -0.54 0.54 0.10
C 1.12 0.59 -1.78
C 0.85 0.44 -0.23
C 1.39 -0.94 0.29
O -0.37 2.77 0.20
H -3.10 0.96 0.94
H -2.78 2.52 1.64
H -2.90 2.66 0.06
H -1.05 -0.34 -0.02
H 1.94 1.30 -1.91
H 1.49 -0.34 -2.19
H 0.22 0.96 -2.27
H 1.39 1.28 0.18
H 2.12 -0.75 1.08
H 1.92 -1.35 -0.55
H 0.56 -1.49 0.70
H 1.15 -3.94 0.50
H -0.03 -4.70 1.27
O 0.25 -3.89 0.82
*
```

HOMO energy (spin up / spin down)   -14.72 / -14.71 eV
Largest force on an atom   3.07 eV/Å
Kohn-Sham gap (spin up / spin down)   0.4238 / 0.2238 hartree
Molar mass   119.164 u
LUMO (spin up / spin down)   -3.182 / -8.625 eV
Energy above the lowest of the compared OMol25 structures with the same formula, charge and spin   25.4 kcal/mol
⟨S²⟩   0.767

These are the Mulliken partial charges, in e, on atoms 1 to 4:
1 C -0.98
2 C 0.58
3 N -0.12
4 C -1.13

***

Record 6
Formula: C16H16BF2IrN2O5
Source: OMol25
Level of theory: ωB97M-V with the def2-TZVPD basis set

The geometry in ORCA input format:
```
! RIJCOSX wB97M-V def2-TZVPD def2/J DEFGRID3
* xyz 0 5
Ir -0.07 -0.25 0.41
O -0.71 3.78 1.58
C -0.16 2.53 1.45
O -0.85 1.48 1.42
C 1.31 2.54 1.22
O 1.74 1.21 0.97
C 3.10 1.09 0.48
C 4.09 0.53 1.49
O 5.21 0.97 1.42
O 3.67 -0.51 2.29
H -1.60 3.76 1.20
H 1.87 3.01 2.04
H 1.38 3.19 0.32
H 3.54 2.05 0.26
H 3.09 0.46 -0.43
C -2.96 -1.08 -0.26
N -1.57 -1.49 0.08
C -1.38 -2.85 -0.09
C -0.06 -3.16 -0.24
C 0.77 -4.26 -0.62
C 2.08 -3.83 -0.41
C 1.97 -2.57 0.17
N 0.69 -2.10 0.26
C -2.88 0.01 -1.31
C -3.50 1.21 -0.99
C -3.55 2.29 -1.87
C -2.90 2.19 -3.11
C -2.38 0.96 -3.49
C -2.32 -0.09 -2.59
H -3.44 -0.59 0.63
H -3.52 -1.97 -0.54
H -2.22 -3.58 -0.24
H 0.40 -5.23 -0.93
H 3.01 -4.34 -0.69
H 2.82 -1.98 0.55
H -3.92 1.31 0.01
H -4.06 3.21 -1.56
H -2.91 3.01 -3.83
H -1.99 0.79 -4.50
H -1.77 -1.00 -2.89
F 3.28 -1.33 4.50
B 3.28 -0.31 3.64
F 3.42 0.95 4.18
*
```

HOMO energy (spin up / spin down)   -4.85 / -7.53 eV
Largest force on an atom   3.30 eV/Å
Kohn-Sham gap (spin up / spin down)   0.1749 / 0.2343 hartree
Molar mass   557.338 u
LUMO (spin up / spin down)   -0.087 / -1.154 eV
Energy above the lowest of the compared OMol25 structures with the same formula, charge and spin   0.0 kcal/mol
⟨S²⟩   6.036

These are the Mulliken partial charges, in e, on atoms 1 to 4:
1 Ir 0.70
2 O -0.48
3 C 0.35
4 O -0.64

***

| no. | electronic energy (eV) |
| --- | --- |
| 1 | -50109.827 |
| 2 | -7125.536 |
| 3 | -19691.210 |
| 4 | -9843.146 |
| 5 | -10971.720 |
| 6 | -39017.180 |